A molecular structure, C8H9ClN4O4PdS at a distorted geometry. Source: the OMol25 dataset; level of theory: the ωB97M-V functional and the def2-TZVPD basis.

Values from the calculation:
HOMO energy (alpha / beta) = -16.5 / -16.5 eV
relative energy (zero: lowest compared OMol25 entry of this formula, charge and spin) = 15.4 kcal per mole
gap between HOMO and LUMO (alpha / beta) = 4.68 / 4.78 eV
maximum force = 1.42 eV Å⁻¹

```
! wB97M-V def2-TZVPD RIJCOSX def2/J DEFGRID3
* xyz 2 1
Pd 1.045 -1.183 -0.295
C -0.396 2.838 -0.365
C -0.261 1.368 -0.368
N 0.952 0.769 -0.387
N 2.024 1.495 -0.248
C 3.200 0.781 -0.362
N 4.289 1.474 -0.169
S 3.220 -0.893 -0.790
C -1.383 0.464 -0.344
C -2.690 0.930 -0.280
C -3.741 0.011 -0.269
C -3.443 -1.329 -0.341
C -2.097 -1.738 -0.401
N -1.108 -0.877 -0.401
H 0.557 3.344 -0.455
H -0.876 3.142 0.571
H -1.054 3.144 -1.181
H 4.231 2.471 0.005
H 5.206 1.046 -0.187
H -2.895 1.990 -0.241
H -4.765 0.353 -0.213
H -4.221 -2.081 -0.339
H -1.837 -2.789 -0.436
O -0.234 -3.000 1.546
Cl 1.181 -3.016 1.565
O 1.796 -3.920 2.420
O 1.661 -1.608 1.827
O 1.639 -3.188 0.136
*
```

What are the Mulliken partial charges on each atom? They are as follows, in elementary charge units: Pd 0.12; C -1.36; C 0.19; N 0.76; N -0.74; C 0.66; N -0.28; S -0.05; C 0.86; C -0.27; C -0.57; C -0.62; C -0.10; N -0.16; H 0.35; H 0.42; H 0.43; H 0.27; H 0.25; H 0.41; H 0.47; H 0.43; H 0.55; O -0.52; Cl 1.96; O -0.49; O -0.47; O -0.54

***

A molecular structure, C2H6NO2P2 at a distorted geometry. Source: the OMol25 dataset; level of theory: the ωB97M-V functional and the def2-TZVPD basis.

Values from the calculation:
HOMO energy (alpha / beta) = -1.4 / -4.6 eV
relative energy (zero: lowest compared OMol25 entry of this formula, charge and spin) = 8.4 kcal per mole
⟨S²⟩ = 2.01
gap between HOMO and LUMO (alpha / beta) = 5.77 / 6.26 eV
maximum force = 5.12 eV Å⁻¹

```
! wB97M-V def2-TZVPD RIJCOSX def2/J DEFGRID3
* xyz -1 3
C -0.807 0.025 -1.373
C -1.130 0.150 0.115
N 0.162 -1.101 0.982
O -1.274 0.886 -2.133
O 0.079 -0.832 -1.659
P -0.885 1.893 0.761
P 1.598 -0.842 0.073
H -2.060 -0.520 0.197
H 0.167 -0.466 1.767
H 0.690 1.707 0.739
H -0.561 2.554 -0.501
H 2.249 -1.273 1.311
H 1.773 -2.181 -0.280
*
```

What are the Mulliken partial charges on each atom? They are as follows, in elementary charge units: C 0.56; C -0.36; N -0.49; O -0.65; O -0.69; P -0.04; P 0.10; H 0.26; H 0.31; H -0.05; H 0.01; H 0.03; H 0.02

***

A molecular structure, C8H22BNO7PS at a distorted geometry. Source: the OMol25 dataset; level of theory: the ωB97M-V functional and the def2-TZVPD basis.

Values from the calculation:
HOMO energy = -12.7 eV
gap between HOMO and LUMO = 9.23 eV
maximum force = 1.87 eV Å⁻¹

```
! wB97M-V def2-TZVPD RIJCOSX def2/J DEFGRID3
* xyz 1 1
C -2.006 1.879 1.465
B -1.806 0.338 1.205
O -0.613 -0.162 0.813
C -3.079 -0.648 1.465
P -4.042 -0.509 -0.081
O -3.151 -0.910 -1.183
O -3.636 -0.071 2.701
S -2.721 -0.686 3.898
O -1.902 0.284 4.504
O -3.489 -1.433 4.804
O -1.881 -1.793 3.026
C -2.775 -2.045 1.924
C -2.463 -3.128 0.941
H -1.298 2.486 0.913
H -1.938 2.088 2.529
H -3.027 2.136 1.196
H 0.044 0.528 1.013
H -5.130 -1.404 -0.017
H -4.476 0.814 -0.271
H -3.698 -2.358 2.424
H -3.377 -3.377 0.414
H -1.703 -2.870 0.216
H -2.196 -4.016 1.504
C 4.102 0.398 -3.368
C 3.773 -0.181 -2.001
C 2.411 0.232 -1.447
O 2.455 1.572 -0.996
C 1.985 2.561 -1.924
N 4.789 0.327 -1.009
H 4.290 1.472 -3.325
H 4.995 -0.070 -3.783
H 3.283 0.222 -4.062
H 3.862 -1.267 -2.031
H 2.187 -0.378 -0.567
H 1.611 0.061 -2.168
H 1.254 2.147 -2.619
H 2.820 2.991 -2.480
H 1.516 3.356 -1.350
H 5.745 0.304 -1.364
H 4.753 -0.191 -0.128
H 4.530 1.298 -0.782
*
```

What are the Mulliken partial charges on each atom? They are as follows, in elementary charge units: C -1.05; B 0.78; O -0.54; C 0.36; P 0.29; O -0.62; O -0.40; S 1.18; O -0.58; O -0.61; O -0.45; C 0.00; C -1.47; H 0.33; H 0.32; H 0.31; H 0.25; H 0.11; H 0.09; H 0.62; H 0.42; H 0.26; H 0.43; C -1.46; C 0.08; C -0.64; O -0.41; C -0.73; N -0.27; H 0.39; H 0.43; H 0.35; H 0.40; H 0.35; H 0.52; H 0.35; H 0.29; H 0.26; H 0.36; H 0.36; H 0.35

***

- The lowest maximum force belongs to which entry?
  C8H9ClN4O4PdS